(1)
The ion C5H13N2O with charge +1 in a non-equilibrium geometry, computed with wB97M-V/def2-TZVPD.

```
! RIJCOSX wB97M-V def2-TZVPD def2/J DEFGRID3
* xyz 1 3
C -3.078 0.203 -0.109
C -2.066 -0.636 -0.002
C -0.760 -0.591 -0.719
C 1.806 0.339 -0.421
C 0.373 0.470 0.031
N 0.002 1.774 0.045
N 2.194 -1.009 0.043
O 0.502 -0.113 1.413
H -3.907 -0.106 0.460
H -2.951 1.080 -0.530
H -2.082 -1.471 0.680
H -0.925 -0.184 -1.823
H -0.153 -1.478 -0.852
H 1.844 0.416 -1.459
H 2.506 0.988 0.043
H -0.811 2.008 0.530
H 0.802 2.341 -0.048
H 3.000 -1.005 0.671
H 2.363 -1.766 -0.613
H 1.411 -1.411 0.571
H -0.070 0.153 2.087
*
```

As for the expectation value of S²: 2.01. The highest occupied orbital energy (alpha / beta) comes out at -8.806 / -13.690 eV. Its LUMO energy (alpha / beta) is -3.38 / -5.66 eV. The calculation puts the HOMO-LUMO gap (alpha / beta) at 5.43 / 8.03 eV. As for the strongest force on any atom: 12.12 eV/A.

---

(2)
A structure of composition C25H47CaClINO3Si2 in a non-equilibrium geometry, computed with wB97M-V/def2-TZVPD.

```
! RIJCOSX wB97M-V def2-TZVPD def2/J DEFGRID3
* xyz 0 1
O 2.566 1.467 0.518
O 2.629 2.769 -1.482
C 2.323 1.983 1.858
C 1.649 0.996 2.795
H 1.712 2.878 1.720
H 3.271 2.266 2.339
H 0.831 0.418 2.338
H 1.218 1.561 3.632
H 2.337 0.271 3.263
C 3.455 0.308 0.573
C 4.842 0.854 0.750
H 3.300 -0.225 -0.387
H 3.188 -0.318 1.418
H 5.033 1.661 0.030
H 5.634 0.098 0.675
H 4.951 1.294 1.754
C 2.817 2.329 -2.874
C 2.609 4.228 -1.285
C 3.643 1.084 -2.914
H 3.279 3.164 -3.410
H 1.816 2.174 -3.287
H 4.561 1.159 -2.313
H 3.982 0.944 -3.953
H 3.061 0.203 -2.587
C 4.011 4.601 -0.905
H 1.859 4.393 -0.516
H 2.267 4.664 -2.233
H 4.322 4.033 -0.018
H 4.096 5.669 -0.711
H 4.681 4.351 -1.731
H 2.911 2.253 -0.597
Ca -1.697 -1.062 -0.347
C -0.492 0.577 -1.022
Si -1.372 2.187 -1.263
H 0.248 0.486 -1.824
H 0.183 0.798 -0.160
C -1.175 3.258 0.248
C -3.147 1.640 -1.552
C -0.727 3.184 -2.691
C -2.635 0.041 1.710
Si -4.059 -1.130 1.869
H -2.836 1.116 1.815
H -1.770 -0.183 2.363
C -5.613 -0.344 1.150
C -4.286 -1.587 3.679
C -3.824 -2.760 0.900
H -1.574 3.667 -3.198
H -0.215 2.565 -3.434
H -0.039 3.979 -2.390
H -1.672 2.843 1.128
H -1.615 4.242 0.051
H -0.121 3.417 0.503
H -3.576 1.162 -0.656
H -3.162 0.925 -2.393
H -3.762 2.508 -1.820
H -4.596 -0.699 4.250
H -3.330 -1.946 4.094
H -5.041 -2.374 3.826
H -2.966 -3.364 1.234
H -3.776 -2.663 -0.204
H -4.725 -3.367 1.095
H -6.510 -0.912 1.435
H -5.590 -0.296 0.052
H -5.736 0.680 1.526
Cl 0.192 -7.703 0.843
C 0.068 -5.996 0.855
C 0.252 -5.306 2.053
C 0.166 -3.920 2.112
I 0.165 -2.862 3.924
C -0.055 -3.174 0.914
O -0.064 -1.889 0.916
C -0.397 -3.911 -0.311
N -1.000 -3.211 -1.315
C -1.355 -3.830 -2.444
C -1.187 -5.221 -2.608
C -0.693 -5.963 -1.552
C -0.297 -5.336 -0.357
H 0.452 -5.867 2.970
H -1.776 -3.215 -3.254
H -1.488 -5.666 -3.552
H -0.628 -7.048 -1.630
*
```

The highest occupied orbital energy comes out at -5.436 eV. Its LUMO energy is -0.08 eV. The calculation puts the HOMO-LUMO gap at 5.35 eV. As for the strongest force on any atom: 4.05 eV/A.

---

(3)
A structure of composition C2H7O in a non-equilibrium geometry, computed with wB97M-V/def2-TZVPD.

```
! RIJCOSX wB97M-V def2-TZVPD def2/J DEFGRID3
* xyz 1 1
O -1.291 -0.255 -0.993
H -0.975 0.320 -1.714
H -2.199 -0.447 -1.292
H -0.365 -0.380 -0.182
C 0.737 0.741 0.915
C 0.886 -0.545 0.525
H 1.308 1.536 0.441
H -0.144 1.128 1.421
H 1.541 -0.781 -0.304
H 0.502 -1.317 1.184
*
```

The highest occupied orbital energy comes out at -16.810 eV. Its LUMO energy is -5.16 eV. The calculation puts the HOMO-LUMO gap at 11.65 eV. As for the strongest force on any atom: 1.78 eV/A.

---

(4)
An isolated molecule of C5H8O, computed with wB97M-V/def2-TZVPD.

```
! RIJCOSX wB97M-V def2-TZVPD def2/J DEFGRID3
* xyz 0 1
C 0.338 -2.139 0.856
O 0.030 -1.741 -0.478
C -0.037 -0.488 -0.799
C -0.532 1.836 -0.833
C 0.075 0.680 -0.062
C 0.642 0.731 1.227
H 1.317 -1.757 1.133
H 0.300 -3.224 0.802
H -0.388 -1.726 1.560
H -0.273 -0.426 -1.861
H 0.236 2.547 -1.122
H -1.051 1.508 -1.742
H -1.261 2.354 -0.207
H 0.586 1.786 1.588
*
```

The highest occupied orbital energy comes out at -7.797 eV. Its LUMO energy is -0.23 eV. The calculation puts the HOMO-LUMO gap at 7.56 eV. As for the strongest force on any atom: 0.46 eV/A.

---

(5)
A structure of composition C11H14BCrN7S in a non-equilibrium geometry, computed with wB97M-V/def2-TZVPD.

```
! RIJCOSX wB97M-V def2-TZVPD def2/J DEFGRID3
* xyz 2 5
C 2.883 -0.809 0.042
N 1.577 -0.685 -0.251
N 1.466 0.191 -1.355
C 2.730 0.422 -1.806
C 3.642 -0.183 -0.954
B 0.167 0.500 -2.206
N -0.787 -0.697 -1.938
N -0.891 -1.474 -0.760
C -1.609 -2.589 -1.088
C -1.873 -2.589 -2.468
C -1.315 -1.420 -2.949
Cr 0.055 -1.370 0.930
N -0.376 2.057 -2.471
N -1.231 2.750 -1.610
C -1.511 3.937 -2.166
C -0.846 4.081 -3.423
C -0.147 2.865 -3.581
H -2.136 4.676 -1.695
H 0.482 2.528 -4.407
H -0.869 4.933 -4.087
H 0.558 0.296 -3.365
H -1.131 -1.105 -3.976
H 2.863 0.919 -2.754
H -2.320 -3.375 -3.030
H 4.706 -0.236 -1.089
H -1.853 -3.359 -0.376
H 3.216 -1.324 0.949
H -1.821 -1.301 1.201
C -1.489 -1.998 2.046
H -2.095 -2.897 1.937
H -0.353 -2.331 2.072
H -1.718 -1.530 3.004
S 0.060 0.584 2.113
C 0.761 0.381 3.598
N 1.205 0.151 4.667
*
```

As for the expectation value of S²: 6.28. The highest occupied orbital energy (alpha / beta) comes out at -15.756 / -15.429 eV. Its LUMO energy (alpha / beta) is -7.16 / -10.58 eV. The calculation puts the HOMO-LUMO gap (alpha / beta) at 8.60 / 4.85 eV. As for the strongest force on any atom: 6.02 eV/A.

---

(6)
A cluster of 8 separate species, C38H96N8O12 in total in a non-equilibrium geometry, computed with wB97M-V/def2-TZVPD.

```
! RIJCOSX wB97M-V def2-TZVPD def2/J DEFGRID3
* xyz 0 1
C 8.590 -2.913 3.389
C 9.551 -4.196 3.510
O 9.279 -5.261 2.573
C 7.863 -5.484 2.384
C 7.633 -6.993 1.842
C 6.472 -7.774 2.649
N 7.065 -8.190 3.978
O 5.320 -6.930 2.886
C 4.114 -7.516 2.429
O 3.956 -8.045 1.302
C 2.850 -7.438 3.432
C 1.993 -6.086 3.181
C 2.752 -4.986 2.301
C 1.966 -3.586 2.523
O 1.755 -2.829 1.547
O 1.450 -3.194 3.811
H 9.235 -1.979 3.592
H 7.838 -2.966 4.242
H 8.129 -2.756 2.360
H 10.620 -3.828 3.282
H 9.560 -4.515 4.606
H 7.538 -4.801 1.512
H 7.238 -5.317 3.321
H 7.460 -7.042 0.715
H 8.625 -7.541 2.054
H 6.238 -8.749 2.096
H 6.423 -8.941 4.299
H 7.957 -8.661 3.763
H 2.193 -8.363 3.355
H 3.287 -7.408 4.495
H 1.023 -6.374 2.639
H 1.673 -5.714 4.219
H 2.747 -5.213 1.172
H 3.834 -4.792 2.631
H 2.218 -2.872 4.336
C -0.594 2.578 -0.164
O 0.381 1.570 0.053
C 0.464 1.108 1.397
C -0.606 0.066 1.779
C -1.989 0.668 2.013
N -0.710 -0.991 0.768
H -0.694 3.248 0.696
H -1.555 2.124 -0.408
H -0.284 3.169 -1.028
H 1.446 0.630 1.482
H 0.472 1.954 2.097
H -0.291 -0.393 2.723
H -2.502 0.922 1.082
H -2.628 -0.047 2.541
H -1.926 1.572 2.627
H 0.192 -1.459 0.692
H -0.822 -0.533 -0.138
C -2.510 -2.296 -4.813
O -2.177 -1.609 -3.619
C -1.308 -2.327 -2.745
C 0.185 -2.251 -3.127
C 0.557 -3.135 -4.314
N 0.599 -0.869 -3.412
H -2.591 -3.376 -4.657
H -1.776 -2.077 -5.591
H -3.476 -1.922 -5.159
H -1.428 -1.859 -1.766
H -1.643 -3.364 -2.634
H 0.759 -2.609 -2.266
H 0.243 -2.712 -5.271
H 1.642 -3.263 -4.366
H 0.111 -4.130 -4.217
H 0.444 -0.304 -2.577
H -0.065 -0.488 -4.087
C -0.554 5.728 6.998
O -1.020 4.802 6.031
C -0.270 4.783 4.821
C 1.031 3.955 4.890
C 2.159 4.652 5.643
N 0.797 2.636 5.492
H -0.153 6.637 6.540
H 0.197 5.259 7.637
H -1.398 6.005 7.634
H -0.926 4.317 4.078
H -0.079 5.804 4.469
H 1.375 3.805 3.860
H 2.027 4.620 6.727
H 3.115 4.166 5.427
H 2.245 5.700 5.340
H 0.117 2.133 4.924
H 0.307 2.789 6.374
C 3.298 -0.580 -5.106
O 3.755 -0.293 -6.420
C 3.503 1.038 -6.854
C 4.521 2.079 -6.343
C 4.322 2.460 -4.880
N 5.903 1.620 -6.534
H 2.376 -0.048 -4.864
H 4.077 -0.345 -4.378
H 3.104 -1.652 -5.042
H 3.573 1.007 -7.947
H 2.473 1.333 -6.619
H 4.379 2.990 -6.936
H 4.688 1.696 -4.191
H 4.868 3.380 -4.651
H 3.265 2.639 -4.661
H 6.062 1.466 -7.528
H 5.969 0.684 -6.132
C -4.406 6.549 -3.829
O -3.822 5.399 -4.421
C -2.401 5.356 -4.353
C -1.842 4.864 -3.002
C -1.919 5.910 -1.893
N -2.519 3.641 -2.552
H -3.784 7.439 -3.957
H -4.603 6.368 -2.771
H -5.368 6.726 -4.315
H -2.093 4.642 -5.124
H -1.971 6.324 -4.638
H -0.782 4.632 -3.154
H -2.927 6.022 -1.488
H -1.273 5.623 -1.057
H -1.583 6.888 -2.251
H -2.376 2.914 -3.251
H -3.524 3.819 -2.593
C -7.037 -2.308 -1.066
O -6.077 -1.737 -0.194
C -5.473 -2.661 0.706
C -4.325 -3.491 0.094
C -4.804 -4.613 -0.822
N -3.381 -2.643 -0.644
H -7.597 -3.119 -0.590
H -6.553 -2.664 -1.978
H -7.742 -1.524 -1.354
H -5.053 -2.050 1.513
H -6.232 -3.304 1.168
H -3.785 -3.960 0.924
H -5.126 -4.250 -1.801
H -3.995 -5.327 -1.000
H -5.636 -5.161 -0.370
H -2.984 -1.958 0.000
H -3.928 -2.074 -1.292
C -4.839 4.230 0.180
O -5.684 4.878 -0.758
C -7.063 4.541 -0.643
C -7.817 5.308 0.464
C -7.519 4.799 1.871
N -7.536 6.749 0.408
H -5.179 3.217 0.414
H -4.763 4.827 1.092
H -3.839 4.168 -0.254
H -7.512 4.813 -1.605
H -7.189 3.457 -0.538
H -8.888 5.162 0.288
H -6.545 5.128 2.241
H -8.268 5.173 2.575
H -7.547 3.706 1.907
H -7.834 7.105 -0.498
H -6.522 6.859 0.388
*
```

The highest occupied orbital energy comes out at -8.649 eV. Its LUMO energy is 0.23 eV. The calculation puts the HOMO-LUMO gap at 8.88 eV. As for the strongest force on any atom: 4.57 eV/A. As for the SMILES: CCOCC[C@@H](N)OC(=O)CCCC(=O)O.COC[C@@H](C)N.COC[C@@H](C)N.COC[C@@H](C)N.COC[C@@H](C)N.COC[C@@H](C)N.COC[C@@H](C)N.COC[C@@H](C)N.

---

(7)
A structure of composition C4H10BBrI, computed with wB97M-V/def2-TZVPD.

```
! RIJCOSX wB97M-V def2-TZVPD def2/J DEFGRID3
* xyz -1 1
C 1.380 -1.079 -0.101
C 0.690 0.132 0.506
C 0.938 1.390 -0.342
C -0.789 -0.137 0.820
B -1.833 -0.063 -0.422
Br -3.719 0.330 0.358
I -1.984 -2.014 -1.539
H 1.010 -1.292 -1.098
H 2.451 -0.902 -0.134
H 1.176 -1.936 0.530
H 1.193 0.298 1.460
H 0.093 2.064 -0.350
H 1.201 1.104 -1.355
H 1.792 1.931 0.060
H -0.855 -1.141 1.237
H -1.139 0.529 1.600
H -1.605 0.788 -1.230
*
```

The highest occupied orbital energy comes out at -4.645 eV. Its LUMO energy is 3.13 eV. The calculation puts the HOMO-LUMO gap at 7.78 eV. As for the strongest force on any atom: 0.92 eV/A.

---

(8)
A structure of composition C2H3ClFO2S in a non-equilibrium geometry, computed with wB97M-V/def2-TZVPD.

```
! RIJCOSX wB97M-V def2-TZVPD def2/J DEFGRID3
* xyz -1 1
Cl 2.744 0.165 0.686
F -2.060 1.466 -0.665
S -1.547 0.082 -0.101
C 0.152 0.517 0.036
C 1.289 -0.440 0.075
O -2.168 -0.091 1.169
O -1.714 -0.893 -1.153
H 0.316 1.608 0.223
H 2.168 -0.898 -0.418
H 0.821 -1.514 0.148
*
```

The highest occupied orbital energy comes out at -2.248 eV. Its LUMO energy is 3.64 eV. The calculation puts the HOMO-LUMO gap at 5.89 eV. As for the strongest force on any atom: 7.54 eV/A.

---

- Look up the strongest force on any atom of the second one.
  4.05 eV/A